Entry 1:
20
Properties=species:S:1:pos:R:3 method="wB97M-V/def2-TZVPD" total_charge=+2 orbital_gap_ev="7.266 / 8.229" e_homo_ev="-15.72 / -16.62"
C 0.9087 -1.0577 -1.2629
C -0.1504 -2.2089 -3.1438
C 0.5349 0.9630 1.9534
C 0.3991 -0.6182 0.1963
N -0.1828 -1.4851 -2.1050
N 0.9591 0.4224 0.7415
N -0.8983 2.2461 2.1078
N -1.8136 2.2816 1.1939
H 1.3757 -0.2279 -1.7633
H 1.5437 -1.8923 -1.1232
H 0.7340 -2.4273 -3.7749
H -0.9889 -2.5607 -3.6582
H -0.0454 0.1973 2.4573
H 1.2338 1.5257 2.4234
H -0.1175 -1.3916 0.8618
H -1.1203 -1.2277 -1.8110
H 1.7861 0.7137 0.1530
H -1.1048 1.9650 3.1232
H -0.3617 3.1525 2.1291
H -2.6915 1.6303 1.3016



Entry 2:
20
Properties=species:S:1:pos:R:3 method="wB97M-V/def2-TZVPD" smiles="C[C@H](C(=S)NCC(=O)[O-])S(=O)(=O)[O-]" total_charge=-2 orbital_gap_ev=7.045 e_homo_ev=-1.69
C -1.5696 0.7174 -1.7172
C -1.5073 0.9162 -0.2367
C 0.0975 0.9594 0.3066
S 0.6613 2.4585 0.8360
N 0.8074 -0.1033 0.2443
C 2.0231 -0.2870 1.0113
C 3.1355 -0.9786 0.1176
O 3.2236 -0.5979 -1.0924
O 3.9558 -1.7382 0.7145
S -2.0726 -0.6603 0.5096
O -1.6980 -0.4410 1.9390
O -3.4881 -0.6112 0.2367
O -1.4387 -1.8114 -0.1074
H -2.4362 0.9834 -2.1956
H -0.6532 1.2324 -2.0615
H -1.4203 -0.4295 -1.9456
H -2.0866 1.8416 0.1921
H 0.2981 -0.9567 0.0211
H 2.4216 0.6162 1.5410
H 1.7465 -1.1100 1.6865



Entry 3:
21
Properties=species:S:1:pos:R:3 method="wB97M-V/def2-TZVPD" spin_multiplicity=2 s_squared=0.7553 total_charge=+1 orbital_gap_ev="9.134 / 7.378" e_homo_ev="-14.49 / -14.48"
N 0.7431 -0.8711 1.3001
C -0.0694 -0.2200 0.4062
C 0.5212 0.5780 -0.7361
C -3.8561 -0.0499 -0.0927
C -2.4609 0.3367 -0.3224
C -1.4652 -0.3157 0.3995
H 0.3991 -0.6648 2.2310
H 1.7361 -0.6475 1.2285
H -0.3415 0.7278 -1.3697
H 1.0380 1.4388 -0.3162
H -4.4418 0.6937 0.4592
H -3.7700 -0.9045 0.5822
H -4.4400 -0.3454 -0.9608
H -2.2747 1.2893 -0.8210
H -1.8829 -0.9943 1.1438
H 4.2797 0.5326 -1.8393
H 4.2624 -1.1588 0.8797
O 3.6410 -0.4062 0.8586
H 3.6254 0.2432 -0.4228
H 1.2526 0.0063 -1.3077
O 3.5039 0.7316 -1.3002



Entry 4:
78
Properties=species:S:1:pos:R:3 method="wB97M-V/def2-TZVPD" smiles=CC(C)O.CO.CO.CO.CO.CO.CO.CO.CO.CO.CO.CO orbital_gap_ev=9.772 e_homo_ev=-9.43
C 4.1426 0.0388 -1.5807
C 3.1421 1.0886 -2.0182
C 2.9612 1.1512 -3.5353
O 1.8549 0.7705 -1.4127
H 5.1077 0.1801 -2.0813
H 3.8495 -0.9812 -1.8341
H 4.3097 0.0666 -0.5026
H 3.3443 2.1141 -1.6953
H 2.0165 1.6360 -3.7752
H 3.0082 0.1576 -3.9855
H 3.7282 1.7785 -4.0021
H 1.6630 -0.1523 -1.6817
C -0.8617 0.2059 0.5319
O -1.8444 -0.8132 0.6689
H -0.5001 0.6157 1.4762
H 0.0283 -0.1061 -0.0264
H -1.3070 1.0023 -0.0652
H -1.9065 -1.1129 1.5913
C -1.9265 -1.5727 4.1813
O -2.5869 -2.1353 3.0438
H -1.8703 -2.2774 5.0160
H -0.9296 -1.1893 3.9651
H -2.5262 -0.7706 4.6225
H -2.7799 -3.0422 3.2934
C -3.4920 1.5636 2.8206
O -4.6990 2.3078 2.7651
H -3.6519 0.5447 3.1795
H -3.0543 1.4965 1.8196
H -2.7630 2.0823 3.4387
H -5.3591 1.7767 2.3138
C -0.1012 4.3873 2.7351
O -0.4365 3.0712 2.3953
H 0.8242 4.4667 3.3253
H 0.0394 5.0222 1.8499
H -0.8727 4.8250 3.3688
H 0.3321 2.5939 2.0548
C -1.1565 0.4476 -3.6027
O -1.7600 -0.7532 -4.0563
H -0.0651 0.3595 -3.6621
H -1.3562 1.2972 -4.2638
H -1.4221 0.6728 -2.5762
H -1.2859 -1.1253 -4.8000
C 2.3145 -1.1882 2.0510
O 3.2357 -1.9242 2.8321
H 1.3197 -1.6528 2.0864
H 2.2188 -0.1577 2.3852
H 2.6081 -1.1625 0.9947
H 3.3329 -2.8010 2.4561
C -0.4788 -4.0836 1.1654
O -0.3614 -3.2266 0.0273
H 0.3560 -4.7829 1.1993
H -0.4971 -3.4913 2.0821
H -1.3932 -4.6815 1.0708
H -1.0314 -2.5265 0.1775
C 1.1928 -2.8930 -2.8623
O 1.0843 -1.8408 -1.9061
H 1.9086 -2.5543 -3.6232
H 1.5260 -3.8154 -2.3965
H 0.2935 -3.0000 -3.4792
H 0.5773 -2.2315 -1.1712
C -0.5750 3.2870 -1.3172
O -1.2528 3.7148 -2.5072
H 0.4458 2.9617 -1.4962
H -0.4901 4.1266 -0.6227
H -1.1967 2.5123 -0.8761
H -1.7526 4.5107 -2.3245
C -3.3982 -3.0933 -1.7863
O -3.6548 -2.6440 -3.0966
H -2.5030 -2.6363 -1.3621
H -4.1874 -2.8266 -1.0715
H -3.3065 -4.1807 -1.7782
H -3.0817 -1.8763 -3.2550
C 3.0552 2.2236 1.7890
O 1.8479 1.6935 1.2150
H 3.6265 2.7321 1.0149
H 2.7686 2.9233 2.5714
H 3.6083 1.3999 2.2416
H 2.0028 1.4966 0.2729



Entry 5:
40
Properties=species:S:1:pos:R:3 method="wB97M-V/def2-TZVPD" smiles="O=C(Nc1ccc(Cl)c(Cl)c1)N(Cc1cccnc1)Cc1ccco1" orbital_gap_ev=9.205 e_homo_ev=-8.57
O 0.9596 -2.2117 2.1536
C 0.8696 -1.2580 1.4091
N 0.9205 0.0424 1.9156
C 0.0604 1.0867 1.6148
C 0.3589 2.3736 2.0675
C -0.4659 3.4337 1.7564
C -1.6033 3.2389 0.9843
Cl -2.6095 4.5773 0.5763
C -1.9250 1.9550 0.5583
Cl -3.3434 1.6637 -0.3765
C -1.1090 0.8848 0.8835
N 0.7782 -1.3755 0.0569
C 0.3842 -2.6652 -0.4877
C -1.0404 -2.5815 -0.9684
C -1.3668 -2.4359 -2.3103
C -2.6960 -2.2779 -2.6687
C -3.6507 -2.2622 -1.6634
N -3.3539 -2.4045 -0.3831
C -2.0875 -2.5614 -0.0487
C 1.0416 -0.3182 -0.9007
C 2.1579 0.5805 -0.4814
C 2.2625 1.9404 -0.4804
C 3.5629 2.2340 -0.0012
C 4.1468 1.0328 0.2506
O 3.3068 0.0266 -0.0429
H 1.3671 0.0919 2.8219
H 1.2469 2.5369 2.6579
H -0.2296 4.4274 2.1018
H -1.4096 -0.1086 0.5900
H 1.0585 -2.9444 -1.3027
H 0.4766 -3.3943 0.3206
H -0.5927 -2.4505 -3.0657
H -2.9822 -2.1636 -3.7026
H -4.7007 -2.1306 -1.8876
H -1.8888 -2.6792 1.0097
H 1.3206 -0.8143 -1.8379
H 0.1548 0.2985 -1.0971
H 1.5099 2.6406 -0.7785
H 3.9944 3.2039 0.1339
H 5.1162 0.7679 0.6228



Entry 6:
90
Properties=species:S:1:pos:R:3 method="wB97M-V/def2-TZVPD" orbital_gap_ev=5.619 e_homo_ev=-6.75
C 0.0788 0.7576 -4.5192
C 1.5326 0.5063 -4.3138
H -0.1620 1.8311 -4.5821
H -0.5302 0.3252 -3.7162
H -0.2227 0.3143 -5.4847
C 2.4328 0.9944 -5.1983
C 2.1655 2.0864 -6.1871
H 3.4171 0.5259 -5.3044
H 1.6351 2.9428 -5.7360
H 1.5899 1.7213 -7.0522
H 3.1152 2.4725 -6.5911
In -0.5528 -1.3584 -0.9332
Cl 1.1500 -3.0747 -1.1339
C 0.4788 -2.5155 1.8407
O -0.0926 -1.4728 1.4052
N 1.3553 -2.4820 2.8423
C 1.6346 -1.2207 3.5190
C 2.2599 -3.5952 3.1138
H 0.2844 -3.4976 1.3861
H 0.7042 -0.7672 3.8832
H 2.1409 -0.5091 2.8529
H 2.2949 -1.4471 4.3605
H 1.7150 -4.5452 3.0965
H 2.7046 -3.4348 4.1010
H 3.0729 -3.6470 2.3728
H -2.5402 -0.3804 6.0818
H -5.5717 -0.2698 6.3689
C -2.8608 0.5461 5.5837
C -5.3571 0.5910 5.7219
N -4.1501 0.3843 4.9326
H -2.1049 0.8292 4.8442
C -4.2229 -0.2565 3.7377
O -3.2437 -0.5793 3.0522
H -6.1979 0.7245 5.0346
H -5.2801 -0.4487 3.4378
H -2.9706 1.3243 6.3415
H -5.2293 1.4729 6.3540
H -4.6149 4.2713 0.4185
H -1.2902 3.3815 -1.1155
C -3.6629 4.3988 0.9562
C -1.5254 4.0343 -0.2666
N -2.6503 3.4661 0.4735
H -3.8390 4.2655 2.0308
C -2.7673 2.1221 0.6289
O -2.1353 1.2736 -0.0205
H -0.6415 4.1387 0.3864
H -3.5055 1.8546 1.4135
H -3.2802 5.4067 0.7672
H -1.8368 5.0292 -0.6017
O 1.3155 -0.0033 -1.9263
C 1.9011 -0.4268 -3.1594
C 4.3585 0.3482 -3.2017
C 3.4041 -0.6768 -3.0697
H 4.0674 1.3703 -3.4624
C 5.7309 0.0740 -3.0571
H 1.4058 -1.3905 -3.3498
C 3.8465 -1.9995 -2.9265
H 6.4566 0.8984 -3.0437
C 6.1584 -1.2457 -2.9315
C 5.2141 -2.2810 -2.8760
H 3.1119 -2.8066 -2.8458
H 7.2235 -1.4628 -2.8336
H 5.5437 -3.3166 -2.7878
Si 2.3556 1.2250 -0.8339
Cl 2.0196 2.8258 -2.1247
C 4.1227 2.0576 -0.6218
C 3.3008 -0.2707 0.0217
C 1.1731 1.5478 0.6071
H 4.9263 1.3966 -0.2867
H 3.9952 2.8300 0.1425
H 4.5172 2.5326 -1.5305
H 0.3890 2.2701 0.3389
H 1.7431 1.9723 1.4391
H 0.6617 0.6323 0.9440
H 4.1406 -0.6007 -0.6045
H 2.6548 -1.1455 0.1748
H 3.7063 0.0616 0.9948
C -4.6609 -1.3508 -0.2968
C -3.7052 -2.3184 0.3937
C -4.4806 -3.5296 0.9589
C -2.5010 -2.6555 -0.4985
H -4.1729 -0.3808 -0.4196
H -4.9750 -1.7351 -1.2752
H -5.5675 -1.2198 0.3072
H -3.2937 -1.7926 1.2777
H -4.8273 -4.2010 0.1607
H -3.8573 -4.1026 1.6623
H -5.3696 -3.1905 1.5146
H -1.9238 -3.4746 -0.0500
H -2.8331 -2.9559 -1.5075



Entry 7:
21
Properties=species:S:1:pos:R:3 method="wB97M-V/def2-TZVPD" spin_multiplicity=2 s_squared=0.7503 total_charge=-1 orbital_gap_ev="2.518 / 8.295" e_homo_ev="1.46 / -4.45"
N -0.3957 0.7723 1.4005
C -2.4987 1.1730 -0.5901
C -0.9807 1.1464 -0.8862
C -0.2084 0.2224 0.0291
C 1.3390 0.0570 -0.2965
N 1.8228 -1.2409 -0.5100
C 1.7268 -2.1888 0.5899
H 0.0661 1.6635 1.5190
H -0.0788 0.1175 2.1050
H -2.9866 0.2291 -0.3484
H -2.9702 1.5334 -1.5114
H -2.7287 1.8449 0.2338
H -0.6203 2.1618 -0.7026
H -0.8621 0.9074 -1.9449
H -0.6945 -0.7491 0.1011
H 1.8401 0.5881 0.5111
H 1.4300 0.7051 -1.1846
H 1.6761 -1.6930 -1.3858
H 0.8123 -2.1073 1.1857
H 2.4731 -1.8989 1.3487
H 1.8386 -3.2439 0.3367



Entry 8:
51
Properties=species:S:1:pos:R:3 method="wB97M-V/def2-TZVPD" smiles="O=C1c2ccccc2C(=O)N1C[C@@H]1CCCN1.Cc1ccc(S(=O)(=O)N=C=O)cc1" orbital_gap_ev=7.748 e_homo_ev=-8.09
O -1.2583 -1.1813 -3.3246
C -1.8272 -1.5258 -2.2983
C -1.5972 -2.7288 -1.4592
C -0.6790 -3.7572 -1.6136
C -0.6932 -4.7920 -0.6677
C -1.6121 -4.7765 0.3983
C -2.5189 -3.7183 0.5458
C -2.4858 -2.7041 -0.3978
C -3.2846 -1.4569 -0.4650
O -4.1145 -1.0224 0.3217
N -2.8536 -0.8315 -1.6474
C -3.3410 0.4753 -2.0823
C -2.5747 1.5990 -1.3999
C -3.0722 3.0101 -1.7763
C -1.8008 3.8827 -1.7891
C -0.6211 2.8885 -1.9177
N -1.1930 1.5777 -1.7793
H 0.0135 -3.7351 -2.4519
H 0.0069 -5.6237 -0.7515
H -1.6135 -5.5990 1.1135
H -3.2442 -3.6673 1.3539
H -3.1667 0.5312 -3.1620
H -4.4093 0.5282 -1.8499
H -2.6724 1.4591 -0.2947
H -3.5068 2.9775 -2.7839
H -3.8394 3.3771 -1.0862
H -1.8093 4.5972 -2.6168
H -1.7060 4.4401 -0.8478
H -0.1297 2.9800 -2.9011
H 0.1504 3.0716 -1.1522
H -0.6037 0.8438 -1.3994
C 3.1781 0.8899 5.4727
C 3.2579 0.6504 3.9901
C 3.5039 1.7257 3.1312
C 3.5861 1.5270 1.7584
C 3.3490 0.2490 1.2509
S 3.4438 -0.0113 -0.4993
O 4.1743 1.0823 -1.0767
O 3.7805 -1.3882 -0.7349
N 1.6537 0.2078 -1.0643
C 1.4280 0.3564 -2.2611
O 1.2428 0.4892 -3.4223
C 3.2071 -0.8536 2.0943
C 3.1287 -0.6400 3.4651
H 3.0027 -0.0489 6.0085
H 4.1109 1.3279 5.8550
H 2.3676 1.5867 5.7285
H 3.6479 2.7220 3.5539
H 3.8432 2.3484 1.0955
H 3.1708 -1.8608 1.6885
H 2.9809 -1.4791 4.1481



Entry 9:
84
Properties=species:S:1:pos:R:3 method="wB97M-V/def2-TZVPD" total_charge=-2 orbital_gap_ev=6.105 e_homo_ev=-2.02
Ti 0.4113 1.1713 0.2828
C 0.8176 -0.9808 3.1091
P 1.3049 -1.8472 1.5505
C 0.8131 -3.5688 1.9594
C 1.6774 -4.6611 1.9293
C 1.2088 -5.9455 2.1788
C -0.1303 -6.1608 2.4689
C -1.0030 -5.0792 2.5014
C -0.5389 -3.7999 2.2391
C 3.1245 -1.9069 1.6578
C 3.8369 -1.6411 0.4901
C 5.2251 -1.6116 0.5078
C 5.9095 -1.8380 1.6922
C 5.2057 -2.0854 2.8646
C 3.8203 -2.1162 2.8471
C -0.5175 -0.3350 2.9312
C -1.6007 -0.4327 3.7707
C -2.6314 0.3742 3.2164
C -2.1199 0.9166 2.0672
C -2.7739 1.8558 1.1053
P -2.2635 1.2586 -0.5490
C -3.2704 -0.2591 -0.6832
C -2.6755 -1.4807 -0.3791
C -3.4318 -2.6454 -0.3833
C -4.7808 -2.5994 -0.7000
C -5.3791 -1.3845 -1.0115
C -4.6269 -0.2200 -1.0006
C -3.0730 2.4067 -1.7143
C -3.0527 2.0992 -3.0753
C -3.6124 2.9657 -4.0009
C -4.1952 4.1558 -3.5835
C -4.2158 4.4722 -2.2336
C -3.6598 3.6021 -1.3038
N -0.8291 0.4687 1.8493
H 1.5929 -0.2367 3.3015
H 0.7792 -1.6590 3.9637
H 2.7263 -4.5036 1.7087
H 1.8980 -6.7817 2.1471
H -0.4937 -7.1629 2.6639
H -2.0530 -5.2327 2.7227
H -1.2308 -2.9636 2.2569
H 3.3033 -1.3966 -0.4222
H 5.7609 -1.3717 -0.4020
H 6.9923 -1.7919 1.7110
H 5.7354 -2.2280 3.7992
H 3.2786 -2.2834 3.7711
H -1.6310 -1.0103 4.6829
H -3.6236 0.5452 3.6072
H -2.3850 2.8709 1.2248
H -3.8580 1.8571 1.2387
H -1.6163 -1.5197 -0.1562
H -2.9554 -3.5891 -0.1466
H -5.3674 -3.5106 -0.7115
H -6.4316 -1.3451 -1.2665
H -5.0941 0.7267 -1.2482
H -2.5938 1.1814 -3.4221
H -3.5789 2.7072 -5.0520
H -4.6262 4.8363 -4.3083
H -4.6644 5.4001 -1.8987
H -3.6826 3.8633 -0.2539
S 3.5798 0.1203 -3.0513
C 2.0161 0.0361 -3.7277
C 1.9335 0.3548 -5.1405
N 1.9110 0.6207 -6.2620
C 0.8310 -0.2637 -3.0966
S 0.7224 -0.7239 -1.3994
C -0.3606 -0.3740 -3.8690
N -1.3396 -0.4647 -4.4780
F 3.1782 3.4968 0.4683
Te 2.8848 2.5666 2.1788
F 3.0665 1.3904 3.7522
F 4.3829 1.6083 1.6216
F 4.1998 3.7597 2.9859
F 0.0330 2.8920 0.8017
O 1.8952 1.0115 1.1204
C 2.9314 4.8248 -2.5182
C 2.4241 3.5229 -3.1404
C 1.4787 2.8425 -2.2692
N 0.7358 2.3077 -1.5826
H 3.6662 5.2777 -3.1840
H 3.3943 4.6239 -1.5538
H 2.1161 5.5326 -2.3655
H 3.2348 2.8051 -3.3027
H 1.9301 3.6827 -4.1009



Entry 10:
56
Properties=species:S:1:pos:R:3 method="wB97M-V/def2-TZVPD" orbital_gap_ev=7.868 e_homo_ev=-7.74
C 1.5340 0.4635 0.6425
C 2.8208 0.3106 0.9174
N 3.4073 -0.7025 0.2585
C 2.4969 -1.0371 -0.7738
C 1.2363 -0.4621 -0.4199
C 0.0270 -0.8627 -1.0471
C -0.0533 -2.0000 -1.7388
C -0.9929 -2.2029 -2.8406
H 0.7225 1.1057 0.9919
H 3.2280 0.7537 1.6826
H 4.3497 -0.9256 0.3026
H 3.0075 -1.6454 -1.5621
H -0.7873 -0.0638 -1.2379
H 0.5606 -2.8286 -1.5445
H -1.5759 -1.3445 -3.2698
H -0.3516 -2.5958 -3.7158
H -1.8394 -2.9530 -2.7582
H -1.6692 3.1291 -2.2062
H -1.3387 3.7854 -0.9636
O -2.0922 3.2826 -1.3809
H 1.6621 2.4626 -1.9172
H 1.3183 3.2472 -0.5956
O 1.4323 3.3226 -1.5848
H 0.4642 1.6043 -3.5901
H -0.0472 0.1735 -4.2647
O 0.7565 0.7435 -3.9439
H -4.3415 -1.4841 0.8495
H -3.3965 -1.8159 -0.5490
O -4.1721 -1.3872 -0.0832
H -1.3075 -2.3530 3.7857
H -0.1589 -2.3814 2.7957
O -1.0967 -2.7214 2.9057
H -0.5824 2.7129 1.1658
H 0.2720 3.7678 1.5850
O 0.1284 3.3326 0.7050
H -0.6445 0.3569 1.2518
H -1.8260 -0.3743 2.1249
O -1.0389 0.1295 2.1794
H -2.2623 1.6488 -0.8426
H -3.2011 0.9488 -0.4833
O -2.5462 1.4723 0.0994
H -2.4940 3.4605 1.4388
H -2.0818 2.1405 2.2242
O -2.0316 3.0988 2.1949
H 0.3426 -0.6071 2.9894
H 1.8985 -0.9186 3.1529
O 0.9642 -1.1719 3.4651
H 3.0738 2.0131 -1.8682
H 2.9626 0.7090 -2.6350
O 3.3676 1.1062 -1.8760
H -1.0532 -2.2382 0.5468
H -2.1274 -2.8077 1.4009
O -1.9357 -2.4643 0.5638
H 0.3931 -3.9075 1.6257
H 1.3420 -4.3385 0.5831
O 0.9176 -3.5903 0.9129